[1]
C16H24MnN2O as an isolated structure in a non-equilibrium geometry, computed with ωB97M-V/def2-TZVPD.

The geometry in ORCA input format:
```
! RIJCOSX wB97M-V def2-TZVPD def2/J DEFGRID3
* xyz 0 6
Mn 0.242 0.150 -0.014
O -0.204 -0.520 1.682
N 1.507 0.876 -1.531
N 1.246 -1.565 -0.651
C 3.445 0.426 -2.870
C 1.503 2.151 -1.962
C -1.262 0.026 3.756
C -1.011 1.697 -0.094
C 3.488 1.760 -3.264
C -0.019 -0.527 3.072
C 2.428 -0.012 -2.012
C 1.817 -3.875 -0.408
C -5.456 1.606 -0.731
C 2.920 -3.697 -1.252
C 2.288 -1.381 -1.519
C 3.154 -2.443 -1.819
C -5.448 0.307 0.071
C 2.492 2.630 -2.818
C 1.271 0.101 3.569
C 0.995 -2.784 -0.125
H 1.270 1.192 3.444
H -0.525 2.569 0.383
H 0.036 -1.597 3.320
H 0.123 -2.835 0.531
H 1.387 -0.121 4.637
H -2.170 -0.422 3.336
H -6.354 1.677 -1.351
H -4.592 1.675 -1.394
H -5.450 2.479 -0.075
H -1.321 1.945 -1.122
H 4.008 -2.243 -2.463
H 4.199 -0.292 -3.179
H -1.851 1.324 0.522
H 2.144 -0.309 3.052
H 2.464 3.671 -3.109
H -5.647 -0.554 -0.571
H 3.601 -4.519 -1.456
H 0.680 2.756 -1.589
H -6.221 0.320 0.842
H -1.319 1.117 3.626
H -1.252 -0.185 4.832
H 4.288 2.116 -3.904
H 1.591 -4.841 0.044
H -4.486 0.146 0.564
*
```

Output
HOMO energy (alpha / beta)   -0.190 / -0.326 Eh
<S²>   8.869
LUMO level (alpha / beta)   -0.014 / -0.008 Eh
Frontier orbital gap (alpha / beta)   4.80 / 8.65 eV

[2]
A 7-piece molecular cluster, C41H86N7O3 overall in a non-equilibrium geometry, computed with ωB97M-V/def2-TZVPD.

The geometry in ORCA input format:
```
! RIJCOSX wB97M-V def2-TZVPD def2/J DEFGRID3
* xyz 3 1
O 14.265 7.378 7.920
O 21.140 5.529 9.406
O 14.614 6.555 9.984
N 20.509 3.754 5.165
N 24.547 4.643 9.886
N 14.632 2.043 10.854
N 23.627 3.728 11.609
N 22.000 9.221 8.731
N 22.819 7.835 13.728
N 20.864 8.482 13.096
C 19.086 1.864 4.422
C 20.005 5.153 11.616
C 24.325 12.249 9.424
C 16.026 1.265 8.978
C 22.055 8.829 7.247
C 22.638 3.255 12.575
C 20.541 9.225 9.139
C 18.990 4.022 5.366
C 24.001 10.861 8.930
C 21.170 3.659 6.514
C 24.658 5.248 8.576
C 14.022 3.432 12.914
C 14.857 6.674 8.759
C 19.967 5.332 10.102
C 21.526 7.486 13.705
C 18.383 2.656 5.533
C 19.467 8.438 12.738
C 14.301 3.408 11.417
C 21.171 4.795 4.299
C 12.786 4.341 13.166
C 13.610 0.973 11.184
C 21.375 7.220 3.629
C 20.677 9.153 6.730
C 15.960 1.533 11.409
C 19.202 4.165 9.480
C 20.506 2.393 4.401
C 16.143 5.965 8.283
C 21.738 9.494 12.851
C 22.500 10.656 8.908
C 21.762 2.120 12.053
C 18.575 9.233 13.720
C 20.825 6.251 4.672
C 23.959 7.108 14.313
C 22.973 9.063 13.152
C 25.570 4.070 10.599
C 22.753 8.200 9.525
C 14.786 2.098 9.331
C 16.485 0.629 10.321
C 24.986 3.551 11.725
C 19.716 8.902 7.873
C 23.368 4.270 10.404
H 21.113 2.511 11.267
H 24.387 10.687 7.919
H 24.484 10.074 9.517
H 13.497 3.782 10.784
H 19.109 7.419 12.640
H 20.616 10.227 6.524
H 22.165 10.994 9.895
H 19.041 5.063 12.119
H 22.092 4.104 12.990
H 18.694 4.621 4.508
H 24.799 7.767 14.502
H 18.165 4.004 9.825
H 12.659 4.401 14.247
H 19.481 8.893 11.748
H 20.081 10.148 9.488
H 18.867 9.584 7.831
H 17.567 0.558 10.404
H 22.190 3.273 6.457
H 25.071 4.469 7.936
H 21.103 6.771 2.671
H 20.973 2.507 3.429
H 14.938 3.843 13.347
H 18.669 2.191 6.478
H 20.369 8.738 5.772
H 24.029 12.412 10.461
H 15.899 1.084 12.397
H 20.475 4.170 11.764
H 21.244 6.501 5.652
H 19.233 6.155 9.952
H 21.475 10.424 12.373
H 19.749 6.355 4.815
H 22.896 9.404 6.871
H 20.654 5.929 12.031
H 23.785 8.076 9.206
H 22.805 8.482 10.581
H 15.008 3.139 9.099
H 13.885 2.505 13.472
H 19.644 3.174 9.647
H 13.863 1.706 8.920
H 18.969 8.955 14.707
H 24.215 6.244 13.705
H 18.897 4.661 6.244
H 13.811 0.104 10.562
H 21.090 6.630 14.188
H 12.867 5.334 12.735
H 18.645 2.091 3.451
H 22.246 4.753 4.496
H 22.358 1.321 11.616
H 22.363 4.435 10.006
H 23.752 12.900 8.761
H 23.957 9.449 12.950
H 15.721 0.406 8.383
H 22.465 7.271 3.558
H 11.928 3.773 12.806
H 23.718 5.668 8.231
H 22.186 7.748 7.298
H 26.579 4.066 10.222
H 15.982 -0.336 10.329
H 25.395 3.071 12.598
H 12.699 1.361 10.726
H 16.597 2.419 11.447
H 25.372 6.073 8.589
H 16.869 1.767 8.512
H 21.945 11.357 8.282
H 25.393 12.446 9.366
H 13.580 0.766 12.245
H 17.591 8.773 13.783
H 20.380 8.451 9.889
H 15.194 4.004 11.231
H 16.558 5.246 8.999
H 17.299 2.624 5.455
H 21.037 8.236 3.812
H 19.262 7.914 7.973
H 19.080 0.792 4.602
H 21.149 1.761 12.876
H 15.976 5.456 7.330
H 18.889 4.255 8.435
H 21.107 1.714 5.007
H 20.523 2.992 7.072
H 23.618 6.767 15.292
H 23.122 2.886 13.483
H 22.161 7.280 9.473
H 21.368 4.620 6.990
H 16.911 6.746 8.295
H 18.644 10.316 13.747
H 21.086 4.537 3.246
*
```

Output
HOMO energy   -0.429 Eh
LUMO level   -0.237 Eh
Frontier orbital gap   5.24 eV

[3]
C4H8F12NaO16S4 as an isolated structure in a non-equilibrium geometry, computed with ωB97M-V/def2-TZVPD.

The geometry in ORCA input format:
```
! RIJCOSX wB97M-V def2-TZVPD def2/J DEFGRID3
* xyz -3 1
S 2.136 2.251 2.303
S -2.154 1.417 -3.616
S 1.568 -1.719 2.811
S -2.861 -1.101 1.113
Na 0.118 -0.099 -0.130
F 1.575 -4.390 2.277
F -1.415 -3.211 1.944
F -3.200 -3.706 0.842
F 0.113 2.323 -4.709
F 0.438 4.290 2.624
F -1.547 2.371 -6.132
F -0.586 0.488 -5.620
F 0.341 -3.825 3.954
F 1.815 4.551 0.963
F 2.471 4.818 3.035
F -3.365 -2.997 2.896
F 2.521 -3.873 4.181
O 2.209 2.009 3.735
O -3.212 0.539 -4.079
O -2.509 2.791 -3.280
O -1.302 0.787 -2.608
O 1.030 -1.795 1.468
O -4.311 -0.953 0.987
O 2.952 -1.358 2.871
O 0.699 -1.109 3.789
O 1.636 -0.286 -3.703
O -1.498 1.879 -0.081
O -2.166 -1.184 -0.183
O -2.261 -0.195 2.073
O -0.030 -2.511 -1.573
O 1.039 1.598 1.595
O 3.430 2.110 1.612
O 2.197 0.847 -0.895
C 1.505 -3.562 3.357
C -2.675 -2.859 1.756
C -0.972 1.679 -5.127
C 1.703 4.095 2.221
H 1.432 -0.104 -2.776
H -2.295 1.454 -0.424
H 3.055 0.672 -1.288
H 0.796 -2.573 -2.069
H 2.347 1.582 -0.276
H -0.132 -3.369 -1.148
H -1.409 2.688 -0.594
H 0.774 -0.459 -4.095
*
```

Output
HOMO energy   -0.053 Eh
LUMO level   0.206 Eh
Frontier orbital gap   7.06 eV

Computed values of total energy (unit: Ha) for the preceding records, in sequence: -1959.779173, -2221.760658, -4314.740868.